# 1
DFT (ωB97M-V with the def2-TZVPD basis set) results for 2 unconnected molecules or ions with the total composition C2H2N3O3 at a distorted geometry.

```
10
Properties=species:S:1:pos:R:3:nbo_charge:R:1
C 0.12 0.96 -0.08 0.67
C 1.54 -0.65 0.36 0.84
N 1.01 0.37 0.78 -0.69
N 0.05 0.16 -1.27 -0.10
N -1.71 -0.60 0.32 -0.71
O -0.58 1.93 0.12 -0.64
O 2.36 -1.50 0.54 -0.62
O 0.88 -0.79 -1.22 -0.36
H -2.31 -0.10 -0.46 0.31
H -1.35 0.22 0.91 0.32
```

Properties
- highest occupied orbital energy (alpha / beta) (eV) = -4.287 / -5.082
- orbital gap (alpha / beta) (Eh) = 0.290 / 0.325
- total charge = -1
- relative energy (zero: lowest compared OMol25 entry of this formula, charge and spin) (eV) = 1.994



# 2
DFT (ωB97M-V with the def2-TZVPD basis set) results for 6 unconnected molecules or ions with the total composition C24H30F18O12 at a distorted geometry.

```
84
Properties=species:S:1:pos:R:3:mulliken_charge:R:1
C -13.64 -43.37 18.76 -0.30
C -13.46 -44.18 17.50 -0.59
O -14.58 -43.92 16.63 -0.08
C -14.79 -44.74 15.61 0.23
O -14.05 -45.60 15.23 -0.55
C -16.13 -44.43 14.91 1.01
F -16.82 -43.49 15.53 -0.22
F -15.92 -44.06 13.65 -0.23
F -16.87 -45.55 14.88 -0.29
H -12.89 -43.72 19.46 -0.31
H -14.63 -43.53 19.20 0.34
H -13.43 -42.31 18.59 0.24
H -13.48 -45.24 17.75 0.39
H -12.51 -43.96 17.02 0.33
C -12.41 -41.18 21.36 -1.24
C -12.65 -42.40 22.23 -0.15
O -11.33 -42.80 22.66 -0.24
C -11.27 -43.91 23.37 0.36
O -12.19 -44.50 23.85 -0.54
C -9.83 -44.45 23.51 0.93
F -9.38 -44.33 24.76 -0.26
F -9.84 -45.75 23.17 -0.24
F -8.98 -43.82 22.69 -0.25
H -13.36 -40.66 21.16 0.40
H -12.06 -41.40 20.35 0.27
H -11.85 -40.36 21.80 0.39
H -13.17 -43.16 21.66 0.30
H -13.26 -42.09 23.07 0.33
C -6.43 -47.07 18.49 -1.20
C -7.77 -46.73 17.92 -0.21
O -8.74 -46.88 18.97 -0.22
C -9.90 -46.30 18.77 0.34
O -10.25 -45.70 17.80 -0.54
C -10.86 -46.46 19.97 0.95
F -12.03 -46.94 19.58 -0.25
F -10.38 -47.25 20.93 -0.26
F -11.05 -45.24 20.51 -0.27
H -6.38 -48.12 18.81 0.31
H -6.17 -46.45 19.34 0.30
H -5.64 -46.93 17.75 0.39
H -8.04 -47.38 17.08 0.29
H -7.79 -45.71 17.54 0.33
C -15.02 -40.56 15.25 -0.89
C -14.06 -41.40 14.45 0.60
O -13.10 -40.64 13.71 -0.33
C -11.98 -40.32 14.33 0.42
O -11.56 -40.79 15.34 -0.53
C -11.18 -39.21 13.61 0.80
F -11.08 -38.17 14.44 -0.26
F -9.96 -39.62 13.30 -0.25
F -11.79 -38.79 12.49 -0.24
H -14.50 -40.13 16.12 0.37
H -15.75 -41.21 15.74 0.04
H -15.51 -39.74 14.74 0.35
H -14.55 -42.02 13.72 -0.07
H -13.57 -42.10 15.13 0.00
C -17.75 -41.47 6.67 -1.02
C -16.58 -42.07 7.41 -0.28
O -16.38 -41.47 8.70 -0.24
C -17.09 -41.89 9.71 0.16
O -18.01 -42.65 9.69 -0.52
C -16.54 -41.32 11.04 1.04
F -15.88 -42.30 11.68 -0.26
F -15.71 -40.30 10.85 -0.28
F -17.55 -40.92 11.82 -0.25
H -18.02 -42.14 5.85 0.33
H -17.52 -40.48 6.27 0.30
H -18.62 -41.38 7.31 0.31
H -15.64 -41.93 6.88 0.31
H -16.70 -43.15 7.55 0.34
C -19.22 -37.54 15.55 -0.88
C -20.31 -38.53 15.21 -0.20
O -20.28 -39.69 16.06 -0.32
C -19.36 -40.60 15.77 0.36
O -18.64 -40.59 14.82 -0.50
C -19.34 -41.76 16.78 0.95
F -19.69 -42.89 16.15 -0.25
F -18.10 -41.90 17.24 -0.25
F -20.16 -41.59 17.81 -0.27
H -19.12 -36.83 14.74 0.35
H -18.24 -38.04 15.58 0.14
H -19.32 -37.05 16.52 0.32
H -20.19 -38.85 14.18 0.28
H -21.30 -38.10 15.32 0.33
```

Properties
- highest occupied orbital energy (eV) = -11.171
- orbital gap (Eh) = 0.432
- SMILES = CCOC(=O)C(F)(F)F.CCOC(=O)C(F)(F)F.CCOC(=O)C(F)(F)F.CCOC(=O)C(F)(F)F.CCOC(=O)C(F)(F)F.CCOC(=O)C(F)(F)F
- relative energy (zero: lowest compared OMol25 entry of this formula, charge and spin) (eV) = 0.461



# 3
DFT (ωB97M-V with the def2-TZVPD basis set) results for a molecular structure, C29H41F5IrP2 at a distorted geometry.

```
78
Properties=species:S:1:pos:R:3:mulliken_spin:R:1
Ir -1.50 0.79 0.77 1.05
C 0.42 -0.81 2.45 0.39
C -1.04 -0.88 2.01 0.29
C 0.38 -2.33 0.75 0.35
C 1.22 -1.51 1.56 0.03
C -0.94 -2.12 1.12 0.15
C 0.84 -0.57 3.85 -0.02
H 0.05 -0.08 4.43 0.00
H 1.75 0.04 3.90 0.01
H 1.08 -1.50 4.39 0.03
C 2.69 -1.68 1.59 0.02
H 3.20 -0.87 2.10 -0.01
H 3.10 -1.77 0.57 0.00
H 2.97 -2.61 2.10 0.01
C 0.91 -3.40 -0.11 0.00
H 1.22 -4.27 0.49 0.01
H 1.80 -3.07 -0.66 0.00
H 0.17 -3.77 -0.82 -0.01
C -1.92 -3.22 1.13 -0.01
H -1.66 -4.05 1.80 0.03
H -2.02 -3.68 0.14 0.01
H -2.90 -2.86 1.45 0.00
C -2.04 -0.99 3.12 0.00
H -1.83 -1.85 3.76 -0.01
H -3.07 -1.10 2.77 0.01
H -2.05 -0.11 3.77 0.01
C -0.56 3.27 -0.95 0.60
C -0.69 3.51 0.47 0.22
C -2.10 3.80 1.05 0.03
C -3.31 3.09 0.45 -0.02
C -3.08 1.64 0.00 0.31
C -2.91 1.35 -1.52 -0.03
C -2.45 2.43 -2.49 0.07
C -1.59 3.61 -1.94 0.11
H -2.24 4.88 0.93 0.00
H -3.77 3.70 -0.35 0.00
H -2.09 3.65 2.14 -0.01
H -2.26 4.40 -1.62 0.01
H 0.48 3.42 -1.29 -0.05
H 0.00 4.29 0.79 0.03
H -1.06 4.06 -2.81 0.01
H -1.84 1.98 -3.29 -0.01
H -3.85 0.93 -1.89 0.00
H -3.33 2.84 -3.01 0.00
H -4.06 3.00 1.25 0.00
H -4.01 1.13 0.28 0.04
P 0.30 2.10 1.20 0.14
C 1.98 1.91 0.62 0.04
C 0.45 2.55 2.89 0.04
P -1.81 -0.21 -1.82 0.01
C -0.36 0.34 -0.82 -0.04
C -3.06 -1.23 -0.96 0.12
C -0.90 -1.28 -2.96 0.05
H 2.13 1.10 -0.10 0.00
H 2.57 1.67 1.50 -0.01
H 2.26 2.87 0.16 0.00
H -0.51 2.54 3.41 0.00
H 0.91 3.54 2.82 0.00
H 1.13 1.85 3.36 -0.01
H -0.92 -0.84 -3.96 0.00
H -1.41 -2.26 -2.91 0.00
H 0.14 -1.35 -2.59 -0.02
H 0.46 -0.36 -0.57 0.04
H 0.08 1.20 -1.36 0.02
H -2.80 -2.28 -1.11 0.00
H -4.05 -1.05 -1.41 0.00
H -3.13 -0.99 0.12 -0.02
F 4.79 -3.68 -0.38 0.07
C 4.55 -2.89 -1.46 0.22
C 3.49 -2.02 -1.53 0.03
C 3.34 -1.15 -2.57 0.08
F 2.34 -0.21 -2.62 0.01
C 4.26 -1.21 -3.64 0.24
F 4.13 -0.36 -4.66 0.05
C 5.33 -2.11 -3.62 0.05
F 6.22 -2.13 -4.63 0.00
C 5.47 -2.95 -2.52 0.20
F 6.50 -3.82 -2.48 0.02
```

Properties
- highest occupied orbital energy (alpha / beta) (eV) = -11.860 / -13.725
- orbital gap (alpha / beta) (Eh) = 0.220 / 0.178
- spin multiplicity = 6
- total charge = +2
- relative energy (zero: lowest compared OMol25 entry of this formula, charge and spin) (eV) = 1.652



Which of these has the highest relative energy (zero: lowest compared OMol25 entry of this formula, charge and spin)?
C2H2N3O3